[1]
Entry from the Open Molecules 2025 dataset: C21H17N3O4RuS3 as an isolated structure (ωB97M-V/def2-TZVPD).

Calculated values
* LUMO (spin up / spin down): 2.58 / 1.08 eV
* net charge: -1
* 2S+1: 6
* calculated total energy: -69800.625 eV
* expectation value of S²: 8.8192
* HOMO-LUMO gap (spin up / spin down): 7.3204 / 6.6784 eV
* ΔE to the lowest compared entry with this formula, charge and spin: 0.737 eV

Structure (XYZ):
```
49
Properties=species:S:1:pos:R:3:lowdin_charge:R:1
Ru 0.03685 -1.14972 -0.15898 1.270
O 4.23998 -0.00295 -0.59706 0.039
C 3.04744 -0.15679 -0.37292 -0.623
O 2.29999 -1.13489 -0.71467 -0.196
C 2.30474 0.93730 0.39479 -0.170
C 2.92976 1.91235 1.15066 0.005
C 2.13733 2.81905 1.84214 -0.043
C 0.75496 2.73889 1.73621 0.003
C 0.21040 1.74184 0.94846 -0.177
N 0.98190 0.86966 0.30859 0.055
C -1.29158 1.53330 0.73753 -0.625
O -2.05857 2.38469 1.16831 0.031
O -1.58025 0.46951 0.09233 -0.145
H 4.00960 1.93429 1.18799 0.117
H 2.59386 3.57809 2.46525 0.104
H 0.08965 3.42207 2.24502 0.116
C 2.24169 -2.37261 4.49221 -0.058
C 0.76709 -2.70266 4.21639 -0.643
C -0.12618 -1.91010 5.18337 -0.059
C 0.53017 -4.20579 4.40513 -0.061
C 0.44235 -2.30428 2.84327 -0.144
C 0.15919 -1.93859 1.71420 -0.150
H 2.50976 -2.67231 5.50878 0.079
H 2.41875 -1.30135 4.38988 0.083
H 2.89368 -2.89128 3.78917 0.087
H 0.08763 -2.20193 6.21482 0.079
H -1.17982 -2.09390 4.97314 0.085
H 0.05800 -0.84055 5.07849 0.084
H 0.76406 -4.48766 5.43455 0.078
H 1.16153 -4.78640 3.73195 0.085
H -0.50969 -4.46268 4.20047 0.084
S 1.32652 1.04378 -5.44465 0.555
C 0.47025 0.12535 -4.36283 -1.103
S 1.23285 -1.09786 -3.40235 0.974
C -0.28919 -1.29316 -2.44498 -1.167
N -1.24576 -0.53322 -2.94003 0.007
N -0.83358 0.26237 -3.94556 -0.143
C -1.82370 1.16067 -4.44455 -0.199
C -2.71477 1.70529 -3.52618 -0.004
C -3.70925 2.56612 -3.95909 -0.079
C -3.82663 2.88304 -5.30377 -0.102
C -2.95042 2.31619 -6.21699 -0.091
C -1.95446 1.44791 -5.79892 -0.046
S -0.63979 -2.82529 -1.66534 0.517
H -2.62056 1.44405 -2.47984 0.109
H -4.39224 2.99228 -3.23578 0.104
H -4.60899 3.54995 -5.64384 0.096
H -3.04199 2.53716 -7.27295 0.099
H -1.30257 0.99078 -6.52181 0.081
```



[2]
Entry from the Open Molecules 2025 dataset: C21H17N4O8RuS3 as an isolated structure (ωB97M-V/def2-TZVPD).

Calculated values
* LUMO (spin up / spin down): -1.83 / -1.82 eV
* net charge: 0
* 2S+1: 2
* calculated total energy: -79481.575 eV
* expectation value of S²: 0.7601
* HOMO-LUMO gap (spin up / spin down): 6.6016 / 6.5670 eV
* ΔE to the lowest compared entry with this formula, charge and spin: 0.566 eV

Structure (XYZ):
```
54
Properties=species:S:1:pos:R:3:lowdin_charge:R:1
Ru -0.41783 0.08673 -0.10827 0.936
O -0.98769 4.26643 -0.23331 0.176
C -0.64055 3.05150 0.15006 -0.445
O 0.27051 2.41843 -0.33597 0.036
C -1.43965 2.51270 1.29106 -0.181
C -2.44903 3.23387 1.90104 0.042
C -3.12310 2.64321 2.95709 0.004
C -2.71523 1.39366 3.39009 0.033
C -1.67362 0.75282 2.73583 -0.187
N -1.07600 1.28324 1.66893 0.042
C -1.08362 -0.53551 3.26610 -0.507
O -1.94461 -1.45178 3.72214 0.141
O 0.09844 -0.68268 3.35248 0.121
H -0.41254 4.53335 -0.96864 0.159
H -2.69986 4.21921 1.53829 0.131
H -3.93912 3.15475 3.44801 0.125
H -3.18095 0.94227 4.25588 0.135
H -2.84270 -1.30642 3.39326 0.118
S -2.72007 -0.22027 -0.20159 0.747
C -2.52519 -1.80605 0.43358 -1.035
S -0.82235 -2.09018 0.41997 0.746
C -3.50548 -2.65400 0.86886 -0.372
C -3.17588 -3.95293 1.35475 -0.235
N -2.88339 -4.99897 1.73530 0.166
C -4.85960 -2.21071 0.89149 -0.244
N -5.93458 -1.79994 0.93603 0.158
C 2.27036 -3.33505 1.30241 -0.047
C 2.53641 -2.12229 0.45504 -0.273
C 3.18247 -2.23589 -0.76545 -0.010
C 3.46758 -1.11625 -1.53723 -0.046
C 3.10455 0.14017 -1.08645 -0.280
C 2.47221 0.28945 0.14630 -0.095
C 2.17598 -0.83839 0.90206 -0.086
S 3.39632 1.54932 -2.11606 0.628
O 3.44993 2.70997 -1.27792 -0.284
O 4.45860 1.19487 -3.00778 -0.276
N 2.06043 1.74301 -3.04729 -0.112
C 1.72711 0.69694 -4.01822 -0.203
C 0.21193 0.55617 -4.07041 -0.072
C -0.29737 0.31536 -2.67340 -0.645
O -1.04315 1.17470 -2.15495 -0.086
O 0.14683 -0.64335 -1.95690 -0.143
H 3.01620 -4.10772 1.11825 0.083
H 1.29200 -3.76156 1.08055 0.050
H 2.27721 -3.08292 2.36175 0.088
H 3.49138 -3.21330 -1.11507 0.122
H 4.00163 -1.21300 -2.47297 0.117
H 2.28465 1.28105 0.53219 0.103
H 1.74128 -0.72615 1.88747 0.087
H 1.27722 2.06029 -2.48545 0.078
H 2.16372 -0.25164 -3.70086 0.106
H 2.12846 0.94210 -5.00014 0.124
H -0.05095 -0.26161 -4.74242 0.133
H -0.25933 1.47298 -4.41951 0.127
```



[3]
Entry from the Open Molecules 2025 dataset: C21H17N5O5S3V as an isolated structure (ωB97M-V/def2-TZVPD).

Calculated values
* LUMO (spin up / spin down): 4.14 / 4.14 eV
* net charge: -2
* 2S+1: 2
* calculated total energy: -97939.892 eV
* expectation value of S²: 0.7700
* HOMO-LUMO gap (spin up / spin down): 4.8721 / 4.7648 eV

Structure (XYZ):
```
52
Properties=species:S:1:pos:R:3:lowdin_charge:R:1
V 0.19895 -1.90180 0.85343 0.309
C -2.91504 0.75138 0.30021 0.021
C -2.95639 -0.50444 1.09554 -0.309
N -2.00877 -1.40988 1.12484 0.130
C -2.45757 -2.43114 1.91472 -0.122
C -3.71680 -2.14645 2.37214 -0.075
N -4.01058 -0.91259 1.83850 0.187
C -4.64245 -2.84296 3.25558 -0.503
O -4.25919 -4.03039 3.67964 0.121
O -5.70789 -2.34733 3.56621 0.070
C -1.55628 -3.56884 2.13157 -0.528
O -1.93429 -4.55948 2.77095 0.070
O -0.41078 -3.39075 1.60082 -0.238
H -1.89047 0.92467 -0.02617 0.068
H -3.25733 1.60456 0.88642 0.083
H -3.54799 0.65825 -0.58524 0.086
H -4.87472 -0.43320 2.02761 0.167
H -3.34535 -4.27704 3.31091 0.056
S -0.09784 -2.85454 -1.34964 0.633
C 1.51663 -3.40539 -1.13210 -1.083
S 2.28911 -2.78657 0.27798 0.647
C 2.14744 -4.27143 -2.02079 -0.396
C 1.52222 -4.74031 -3.20270 -0.286
N 1.06077 -5.14286 -4.18280 0.108
C 3.45833 -4.76367 -1.79914 -0.284
N 4.51426 -5.20892 -1.65237 0.111
C 2.53822 5.05128 -3.20399 -0.082
C 2.02749 3.98552 -2.26712 -0.304
C 1.42039 4.29678 -1.05773 -0.046
C 0.95565 3.32005 -0.19145 -0.225
C 0.31015 3.73456 1.10379 -0.066
C 1.08530 1.94646 -0.52892 -0.117
C 0.59119 0.98246 0.41681 -0.198
O 0.55467 -0.30357 0.28301 -0.325
C 1.72294 1.62006 -1.76397 -0.197
C 1.96344 0.20110 -2.18011 -0.050
C 2.16404 2.63985 -2.59242 -0.039
H 2.32154 6.05151 -2.82581 0.061
H 2.08176 4.95189 -4.19284 0.067
H 3.62081 4.96507 -3.33614 0.068
H 1.31261 5.34121 -0.77544 0.099
H 0.34104 4.82084 1.20774 0.065
H 0.80993 3.28982 1.96660 0.059
H -0.73775 3.41976 1.14077 0.073
H 0.20074 1.37177 1.34995 0.073
H 1.03599 -0.36441 -2.24442 0.049
H 2.58913 -0.31824 -1.44932 0.072
H 2.45816 0.16278 -3.15203 0.074
H 2.64614 2.37212 -3.52942 0.108
S 0.57337 -1.25982 3.30904 0.623
C 1.00573 0.30967 3.59039 -0.901
N 1.28939 1.40263 3.86689 0.015
```



[4]
Entry from the Open Molecules 2025 dataset: a 2-piece molecular cluster, C21H17O6S2 overall (ωB97M-V/def2-TZVPD).

Calculated values
* LUMO: 2.33 eV
* net charge: -1
* calculated total energy: -56006.041 eV
* HOMO-LUMO gap: 5.7765 eV
* ΔE to the lowest compared entry with this formula, charge and spin: 0.000 eV

Structure (XYZ):
```
46
Properties=species:S:1:pos:R:3:lowdin_charge:R:1
C -5.31627 1.36989 -0.75195 -0.066
C -4.02388 1.86044 -0.57635 -0.034
C -3.38242 1.59233 0.62197 -0.238
C -3.98709 0.85348 1.62252 -0.250
C -5.28495 0.37708 1.46764 -0.038
C -5.94696 0.64145 0.26356 -0.068
S -2.93844 0.45995 3.01759 0.694
O -3.17219 1.43717 4.04656 -0.287
O -2.99798 -0.95890 3.27355 -0.295
C -1.42187 0.82087 2.16718 -0.344
C -0.34640 -0.00840 2.07996 -0.049
C 1.00010 0.50406 1.93196 -0.213
C 1.30738 1.88188 1.96393 -0.027
C 2.56424 2.31634 1.53177 -0.078
C 3.54746 1.39091 1.17068 -0.090
C 3.31472 0.02399 1.36601 -0.085
C 2.07281 -0.40450 1.80684 -0.032
S -1.68431 2.09468 0.95439 0.697
O -0.90011 1.85716 -0.22244 -0.255
O -1.70427 3.36976 1.64392 -0.313
H -5.83302 1.57114 -1.68542 0.104
H -3.50842 2.44580 -1.33243 0.124
H -5.74907 -0.18661 2.27761 0.122
H -6.96656 0.27556 0.12801 0.105
H -0.54397 -1.06930 2.27932 0.136
H 0.58942 2.62006 2.32219 0.103
H 2.75478 3.39096 1.44653 0.102
H 4.49868 1.72805 0.75857 0.098
H 4.07255 -0.71330 1.10891 0.106
H 1.89879 -1.46996 1.96533 0.126
C 4.86477 -1.37760 -3.41691 -0.090
O 3.82800 -0.73248 -2.62794 -0.116
C 2.64252 -1.38816 -2.43462 -0.324
C 2.34130 -2.62338 -3.02375 -0.100
C 1.13638 -3.21139 -2.63472 -0.162
C 0.29351 -2.68439 -1.69263 -0.060
C 0.63385 -1.48021 -0.95160 -0.427
O 0.03433 -1.10561 0.09829 -0.104
C 1.72922 -0.76542 -1.57023 0.035
H 5.66408 -0.63852 -3.48009 0.076
H 5.23889 -2.28284 -2.91508 0.087
H 4.52740 -1.62971 -4.43450 0.080
H 3.01815 -3.08999 -3.73887 0.076
H 0.85138 -4.14154 -3.11454 0.084
H -0.64973 -3.17203 -1.47490 0.085
H 1.93323 0.25125 -1.23583 0.106
```



Let's list max |F| in order: 2.01; 0.49; 4.87; 1.79 eV Å⁻¹.